# 1
{
  "formula": "C6H9ClN2O2S",
  "method": "ωB97M-V/def2-TZVPD",
  "e_lumo_ev": [-2.34, -2.27],
  "spin_multiplicity": 1,
  "orbital_gap_ha": [0.32098, 0.28346],
  "homo_energy_ha": [-0.4069, -0.3670],
  "elements": ["C", "C", "C", "C", "C", "C", "N", "N", "O", "O", "S", "Cl", "H", "H", "H", "H", "H", "H", "H", "H", "H"],
  "coordinates": [[-1.337822, 1.174236, 0.814854], [-1.396578, 1.745761, 2.128715], [-0.457022, 0.269948, -1.301041], [-0.413698, -1.199504, 0.726632], [0.906714, 1.104392, 0.546269], [-0.372882, 0.274041, 0.182568], [-1.942687, 2.572300, -0.269998], [-2.106268, 2.792905, 2.349138], [-1.939373, 4.786631, 0.815359], [-3.965678, 3.527990, 0.783363], [-2.570869, 3.521943, 0.928569], [-0.724930, 0.972187, 3.459885], [-0.671548, 1.316791, -1.650162], [0.432644, -0.330084, -1.734114], [-1.210891, -0.504189, -1.594382], [-1.339781, -1.690057, 0.306782], [-0.389135, -1.079852, 1.852805], [0.617228, -1.695924, 0.654706], [0.983287, 1.227997, 1.650787], [0.679884, 2.206902, 0.232427], [1.736911, 0.636947, 0.181741]],
  "atomic_forces_ev_per_a": [[-1.85, 4.09, -3.12], [-1.64, 0.43, -0.51], [-0.09, -1.72, -1.78], [1.16, 1.12, 1.81], [-2.82, 2.75, 2.09], [1.08, -0.30, 0.65], [1.63, -4.38, 3.15], [0.28, 0.29, 0.14], [1.03, 0.34, 0.38], [-1.90, -0.72, 0.32], [0.59, 0.62, -0.80], [0.40, -0.65, 0.97], [0.51, -1.47, -0.37], [-0.73, 1.81, 0.62], [-0.27, 1.26, 0.00], [1.42, 0.05, 0.70], [-0.91, -0.55, -1.10], [-1.68, 0.35, -0.98], [0.35, -0.46, -0.77], [1.05, -2.06, -0.14], [2.39, -0.81, -1.26]],
  "mulliken_charge": [-0.486, 0.677, -1.412, -1.200, -1.446, 1.461, -0.323, -0.521, -0.579, -0.582, 1.183, -0.118, 0.421, 0.353, 0.358, 0.368, 0.267, 0.349, 0.352, 0.363, 0.516]
}

# 2
{
  "formula": "C25H60B3N3O7",
  "method": "ωB97M-V/def2-TZVPD",
  "e_lumo_ev": 0.60,
  "spin_multiplicity": 1,
  "orbital_gap_ha": 0.33613,
  "homo_energy_ha": -0.3140,
  "elements": ["C", "C", "C", "C", "C", "C", "C", "C", "C", "C", "C", "B", "O", "B", "O", "B", "C", "C", "N", "O", "H", "H", "H", "H", "H", "H", "H", "H", "H", "H", "H", "H", "H", "H", "H", "H", "H", "H", "H", "H", "H", "H", "H", "H", "H", "H", "H", "H", "H", "H", "C", "O", "C", "C", "N", "C", "C", "O", "C", "H", "H", "H", "H", "H", "H", "H", "H", "H", "H", "H", "H", "H", "H", "H", "C", "O", "C", "C", "N", "C", "C", "O", "C", "H", "H", "H", "H", "H", "H", "H", "H", "H", "H", "H", "H", "H", "H", "H"],
  "coordinates": [[3.399367, 0.491482, 7.611812], [3.407808, 0.793119, 9.107291], [2.158969, 0.267010, 9.828761], [2.316856, -1.167472, 10.377978], [1.236331, -2.187400, 9.945510], [1.773367, -3.380539, 9.125286], [1.353950, -3.415830, 7.650887], [-0.146439, -3.327690, 7.373318], [-0.436163, -3.302128, 5.868186], [-1.698629, -2.532638, 5.461555], [-1.582294, -1.923178, 4.060518], [-0.607350, -0.700281, 4.012501], [0.257457, -0.391677, 5.061545], [0.090171, 0.902917, 5.516471], [-0.085792, 1.884439, 4.575948], [-0.052554, 1.469423, 3.239495], [0.686403, 2.291304, 2.146237], [2.202340, 2.015035, 2.275093], [2.611121, 0.705689, 1.761172], [-0.639789, 0.235256, 2.992608], [4.381419, 0.651859, 7.162854], [3.108312, -0.543834, 7.415710], [2.700278, 1.147358, 7.090313], [4.297283, 0.350865, 9.563892], [3.487611, 1.873287, 9.248230], [1.302147, 0.310900, 9.149622], [1.929856, 0.946153, 10.652313], [2.338829, -1.122079, 11.467489], [3.298673, -1.540754, 10.072634], [0.461132, -1.665418, 9.383294], [0.743169, -2.570770, 10.840070], [1.485396, -4.329241, 9.585756], [2.864436, -3.341762, 9.161114], [1.685554, -4.375183, 7.237301], [1.889150, -2.648444, 7.081866], [-0.627047, -4.198710, 7.830468], [-0.591342, -2.444642, 7.835120], [-0.538582, -4.327096, 5.499579], [0.433901, -2.877878, 5.360783], [-2.551468, -3.216179, 5.486893], [-1.922478, -1.744318, 6.186238], [-2.548990, -1.549356, 3.706689], [-1.295061, -2.700259, 3.342786], [0.042200, 1.143663, 6.679215], [0.505927, 3.360640, 2.278102], [0.348700, 1.994950, 1.150454], [2.755984, 2.798395, 1.753777], [2.500272, 2.054898, 3.326334], [2.679039, 0.013729, 2.496691], [1.951801, 0.357706, 1.074935], [-3.668588, 4.255081, -4.591035], [-3.488332, 2.859315, -4.543075], [-2.495917, 2.337844, -5.423256], [-1.239326, 1.928755, -4.688774], [-0.512334, 3.076830, -4.171500], [0.568482, 2.781201, -3.243230], [0.274343, 1.961444, -1.990590], [-0.476643, 2.629261, -0.993475], [-1.862371, 2.747405, -1.243667], [-4.607885, 4.477465, -4.086720], [-2.868867, 4.810635, -4.085885], [-3.729897, 4.615977, -5.623249], [-2.265171, 3.064314, -6.209605], [-2.917905, 1.451150, -5.896727], [-0.600259, 1.393627, -5.398612], [-1.534526, 1.216731, -3.905135], [-1.158534, 3.727095, -3.747507], [0.993227, 3.733629, -2.916591], [1.358788, 2.258329, -3.794784], [1.238678, 1.742475, -1.523828], [-0.192745, 0.996712, -2.226831], [-2.264687, 1.848914, -1.721290], [-2.104789, 3.611804, -1.868364], [-2.348945, 2.882451, -0.277883], [0.283620, -0.470972, -12.291252], [-0.859643, -1.218231, -11.940021], [-0.606968, -2.510524, -11.407099], [-0.859409, -2.575491, -9.916474], [0.132123, -1.821219, -9.169646], [-0.157142, -1.605749, -7.759434], [-1.470403, -0.939736, -7.360915], [-1.557236, 0.441854, -7.654798], [-1.813972, 0.769823, -9.005142], [-0.052570, 0.356561, -12.913520], [0.807651, -0.057493, -11.421365], [0.995906, -1.074974, -12.862328], [0.416790, -2.823381, -11.638490], [-1.293529, -3.201757, -11.902042], [-0.809480, -3.626223, -9.609582], [-1.889378, -2.236001, -9.741306], [0.299119, -0.934318, -9.623431], [0.654142, -1.000874, -7.346871], [-0.115174, -2.575418, -7.249730], [-1.540681, -1.006248, -6.271742], [-2.343577, -1.464510, -7.768641], [-2.518556, 0.068655, -9.462808], [-0.904811, 0.795710, -9.612439], [-2.253852, 1.766750, -9.012003]],
  "atomic_forces_ev_per_a": [[0.14, -0.03, -0.04], [-0.10, 0.02, -0.08], [0.08, 0.07, 0.13], [-0.10, -0.01, -0.19], [0.16, -0.02, 0.12], [-0.10, 0.14, -0.10], [0.01, -0.23, 0.00], [0.06, -0.10, -0.06], [-0.07, -0.06, 0.01], [-0.09, -0.20, -0.06], [0.12, -0.06, 0.03], [0.22, 0.25, -0.37], [-0.62, -0.20, 0.66], [0.13, 0.09, -0.21], [0.27, 0.05, -0.02], [-0.33, -0.12, 0.09], [-0.07, -0.12, 0.15], [-0.06, -0.14, 0.01], [0.01, -0.08, 0.02], [0.09, -0.06, -0.05], [0.00, -0.01, 0.01], [0.00, 0.01, 0.00], [-0.10, -0.07, 0.02], [0.00, 0.06, 0.05], [0.05, 0.00, 0.00], [0.03, 0.04, -0.02], [-0.09, -0.03, 0.01], [0.09, 0.00, 0.01], [-0.02, -0.04, 0.03], [0.00, 0.01, 0.00], [-0.06, 0.00, -0.02], [-0.07, 0.06, 0.06], [0.02, -0.18, 0.00], [0.15, 0.07, -0.05], [-0.13, 0.14, 0.06], [-0.11, 0.09, 0.08], [0.08, 0.05, 0.01], [0.15, 0.00, -0.05], [-0.06, 0.07, -0.01], [-0.05, 0.06, 0.06], [0.11, 0.01, 0.01], [-0.02, -0.05, -0.02], [0.03, 0.07, -0.04], [0.18, 0.04, -0.02], [-0.02, 0.00, -0.05], [0.05, 0.21, -0.03], [-0.01, -0.02, -0.02], [0.08, 0.19, -0.04], [-0.06, 0.04, -0.05], [0.05, 0.03, 0.01], [-0.05, 0.03, -0.04], [0.06, 0.04, 0.07], [-0.09, -0.05, -0.02], [0.09, -0.02, -0.01], [-0.15, 0.06, 0.08], [0.08, 0.04, -0.07], [0.08, -0.07, 0.06], [0.01, 0.10, -0.10], [-0.02, -0.05, 0.08], [0.00, 0.00, 0.01], [0.01, -0.02, -0.02], [-0.01, 0.00, 0.00], [0.03, 0.00, 0.02], [-0.02, 0.06, -0.01], [0.01, -0.01, 0.03], [-0.02, -0.01, -0.03], [0.01, -0.04, 0.04], [0.03, -0.01, -0.03], [-0.02, -0.03, 0.00], [-0.02, -0.02, 0.02], [-0.05, 0.04, -0.04], [0.00, 0.01, 0.00], [0.02, -0.02, -0.02], [-0.01, -0.01, -0.01], [0.02, -0.01, -0.06], [-0.01, 0.05, 0.08], [0.01, -0.09, -0.05], [0.01, -0.03, 0.05], [-0.03, 0.15, -0.10], [0.09, -0.06, 0.04], [-0.05, -0.01, 0.09], [0.16, -0.04, -0.10], [-0.09, 0.03, 0.02], [0.00, 0.01, 0.01], [0.00, -0.03, 0.00], [-0.01, 0.01, -0.01], [0.00, 0.01, 0.04], [0.01, 0.01, -0.03], [-0.02, 0.01, 0.03], [0.00, -0.01, -0.03], [-0.04, 0.00, 0.02], [0.01, -0.03, 0.01], [-0.03, 0.00, -0.01], [-0.04, 0.01, 0.00], [0.04, 0.00, -0.06], [0.01, 0.01, 0.00], [0.00, -0.02, 0.01], [-0.01, 0.00, -0.01]],
  "mulliken_charge": [-0.534, -0.783, -0.368, -0.884, -0.461, -0.954, -0.445, -0.550, -0.573, -0.629, -0.995, 0.092, -0.206, 0.494, -0.447, 0.459, 0.050, -0.835, -0.602, -0.332, 0.415, -0.028, 0.085, 0.350, 0.367, 0.149, 0.379, 0.365, 0.429, 0.226, 0.392, 0.368, 0.459, 0.326, 0.025, 0.264, 0.388, 0.472, 0.271, 0.508, 0.228, 0.329, 0.378, -0.166, 0.301, -0.067, 0.362, 0.359, 0.299, 0.263, -0.691, -0.388, -0.591, 0.117, -0.327, -1.054, -0.277, -0.367, -0.712, 0.253, 0.283, 0.326, 0.394, 0.177, 0.277, 0.043, 0.155, 0.423, 0.403, 0.337, 0.333, 0.357, 0.181, 0.344, -0.687, -0.335, -0.806, -0.138, -0.276, -1.006, -0.456, -0.372, -0.615, 0.234, 0.279, 0.331, 0.404, 0.394, 0.343, 0.148, 0.127, 0.418, 0.418, 0.346, 0.479, 0.338, 0.137, 0.309]
}